No. 1
C3H5BrFN | the ωB97M-V functional and the def2-TZVPD basis

Calculated values
SMILES = C=CCN(F)Br
DFT total energy = -2845.79348 Eh
Orbital gap = 9.67 eV
Energy relative to the best compared isomer or geometry (same formula, charge and spin) = 58.25 kcal/mol
LUMO = -0.5 eV
Maximum force = 3.11 eV/Å

Each line ends with the natural charge from an NBO analysis.
CARTESIAN COORDINATES (ANGSTROEM)
1 C 1.8257 -0.0206 -0.4582  -0.368
2 C 0.7145 -0.4103 0.0994  -0.174
3 C -0.5149 0.4656 0.0831  -0.328
4 N -1.6406 -0.3401 -0.2905  -0.011
5 F -1.6184 -1.4631 0.5613  -0.260
6 Br -3.3828 0.5353 0.1832  0.099
7 H 2.7987 -0.4928 -0.2082  0.205
8 H 1.8263 0.7453 -1.1259  0.183
9 H 0.7078 -1.2172 0.7884  0.210
10 H -0.3161 1.2952 -0.6852  0.229
11 H -0.4002 0.9028 1.0526  0.216

No. 2
C23H21Cl3LiN3O2Si | the ωB97M-V functional and the def2-TZVPD basis

Calculated values
Charge = -2
DFT total energy = -2881.76175 Eh
Orbital gap = 7.13 eV
LUMO = 4.7 eV
Maximum force = 0.51 eV/Å

Each line ends with the natural charge from an NBO analysis.
CARTESIAN COORDINATES (ANGSTROEM)
1 Li 0.1919 -0.8118 0.2680  0.801
2 C 1.9665 3.6246 1.8385  -0.643
3 C 2.9408 2.4902 2.0024  -0.056
4 C 4.2887 2.7765 2.2065  -0.221
5 C 5.2458 1.7769 2.2879  -0.271
6 C 4.8370 0.4576 2.1324  -0.231
7 C 3.5036 0.1318 1.9144  -0.049
8 C 3.1005 -1.3083 1.7403  -0.627
9 C 2.5210 1.1445 1.8815  0.264
10 N 1.2020 0.7939 1.6070  -0.738
11 C 0.2335 1.2421 2.4111  0.591
12 O 0.3039 1.8306 3.5029  -0.726
13 C -1.1705 0.9531 1.8793  0.148
14 C -2.3261 1.2050 2.6002  -0.237
15 C -3.5423 0.8970 1.9999  -0.179
16 C -3.5848 0.3537 0.7209  -0.234
17 C -2.3792 0.1181 0.0815  0.148
18 N -1.2277 0.4363 0.6600  -0.493
19 C -2.2538 -0.5312 -1.2949  0.597
20 O -3.2689 -0.5481 -2.0182  -0.736
21 N -1.0153 -0.9488 -1.5375  -0.752
22 C -0.7207 -1.5561 -2.7664  0.258
23 C -1.2671 -2.7965 -3.1459  -0.037
24 C -2.2438 -3.4932 -2.2428  -0.646
25 C -0.8640 -3.3766 -4.3459  -0.218
26 C 0.0665 -2.7631 -5.1739  -0.264
27 C 0.6108 -1.5453 -4.7882  -0.224
28 C 0.2321 -0.9382 -3.5951  -0.069
29 C 0.8188 0.3845 -3.1755  -0.618
30 H 2.5045 4.5606 1.6653  0.183
31 H 1.3188 3.7273 2.7102  0.246
32 H 1.3064 3.4376 0.9859  0.219
33 H 4.5875 3.8181 2.2891  0.181
34 H 6.2892 2.0195 2.4535  0.186
35 H 5.5673 -0.3449 2.1732  0.187
36 H 3.9788 -1.9575 1.7419  0.194
37 H 2.5888 -1.4653 0.7872  0.204
38 H 2.4191 -1.6442 2.5262  0.246
39 H -2.2465 1.6158 3.5969  0.231
40 H -4.4661 1.0675 2.5416  0.194
41 H -4.5082 0.0934 0.2228  0.228
42 H -1.8578 -3.5588 -1.2232  0.238
43 H -2.4495 -4.5050 -2.6001  0.188
44 H -3.1771 -2.9298 -2.1854  0.244
45 H -1.2839 -4.3388 -4.6250  0.186
46 H 0.3746 -3.2349 -6.1006  0.186
47 H 1.3436 -1.0525 -5.4206  0.184
48 H 1.5155 0.7549 -3.9315  0.187
49 H 1.3498 0.3080 -2.2238  0.222
50 H 0.0368 1.1302 -3.0161  0.223
51 Cl 0.5720 -5.1504 1.1964  -0.539
52 Si -0.1928 -3.1345 1.5711  0.700
53 Cl -2.3076 -3.6173 1.7598  -0.529
54 Cl 0.3149 -2.9775 3.6829  -0.529

No. 3
C51H50AlBrF8PS | the ωB97M-V functional and the def2-TZVPD basis

Calculated values
Charge = -1
DFT total energy = -6328.32622 Eh
Orbital gap = 6.07 eV
LUMO = 2.0 eV
Maximum force = 1.64 eV/Å

Each line ends with the Löwdin charge.
CARTESIAN COORDINATES (ANGSTROEM)
1 S 3.7947 -2.3732 2.5642  -0.168
2 P 2.6738 -0.9299 1.7674  0.100
3 Al 0.4405 -1.4941 2.2075  0.081
4 C -0.9219 -0.1536 1.4464  -0.334
5 C -2.2487 -0.3182 2.3023  -0.379
6 C -2.8064 -1.7711 2.1150  -0.583
7 Br -2.8698 -2.7379 3.8553  0.641
8 H 3.1055 0.2872 2.3915  -0.107
9 H 3.0089 -0.8047 0.3842  -0.095
10 H 0.2128 -1.5195 3.7911  -0.090
11 H 0.1468 -2.9479 1.5864  -0.090
12 H -1.2263 -0.3916 0.4044  0.031
13 H -0.6034 0.9024 1.5386  0.032
14 H -3.0065 0.4408 2.0671  0.076
15 H -1.9157 -0.2731 3.3533  0.040
16 H -3.8296 -1.7790 1.7115  0.030
17 H -2.1901 -2.3456 1.4070  0.023
18 F 3.4138 2.4440 1.1150  0.042
19 C 4.6846 2.6404 1.4985  -0.296
20 C 4.9470 2.9916 2.8099  -0.013
21 C 6.2610 3.1914 3.2089  -0.074
22 C 7.2956 3.0468 2.2910  -0.089
23 C 7.0163 2.6968 0.9753  -0.101
24 C 5.7032 2.4865 0.5756  -0.012
25 H 4.1296 3.1049 3.5064  0.092
26 H 6.4775 3.4590 4.2348  0.099
27 H 8.3205 3.2064 2.6027  0.100
28 H 7.8186 2.5871 0.2638  0.073
29 H 5.4664 2.2046 -0.4427  0.119
30 F 7.9426 4.0081 -1.4611  0.043
31 C 8.2352 5.2918 -1.1829  -0.278
32 C 9.3833 5.8543 -1.7108  -0.019
33 C 9.6800 7.1801 -1.4246  -0.087
34 C 8.8332 7.9215 -0.6089  -0.101
35 C 7.6860 7.3394 -0.0826  -0.078
36 C 7.3798 6.0171 -0.3741  -0.008
37 H 10.0345 5.2582 -2.3376  0.112
38 H 10.5714 7.6345 -1.8370  0.102
39 H 9.0687 8.9541 -0.3836  0.098
40 H 7.0292 7.9153 0.5560  0.105
41 H 6.4874 5.5478 0.0204  0.117
42 F -4.9342 0.3205 0.4247  0.060
43 C -5.3818 -0.3708 -0.6359  -0.283
44 C -6.6077 -0.0410 -1.1852  -0.020
45 C -7.0722 -0.7509 -2.2847  -0.082
46 C -6.3101 -1.7867 -2.8145  -0.095
47 C -5.0812 -2.1094 -2.2488  -0.071
48 C -4.6098 -1.3948 -1.1551  -0.005
49 H -7.1891 0.7634 -0.7527  0.113
50 H -8.0270 -0.4980 -2.7282  0.098
51 H -6.6750 -2.3416 -3.6684  0.080
52 H -4.4909 -2.9167 -2.6577  0.094
53 H -3.6521 -1.6284 -0.7078  0.110
54 F -9.6244 -4.7727 3.3686  0.043
55 C -8.3142 -4.8345 3.6901  -0.295
56 C -7.5166 -3.7204 3.5000  -0.017
57 C -6.1693 -3.7831 3.8354  -0.102
58 C -5.6367 -4.9608 4.3460  -0.109
59 C -6.4500 -6.0730 4.5271  -0.087
60 C -7.7995 -6.0106 4.2025  -0.033
61 H -7.9492 -2.8150 3.0934  0.114
62 H -5.5349 -2.9162 3.6981  0.037
63 H -4.5867 -5.0091 4.6015  0.063
64 H -6.0331 -6.9910 4.9211  0.101
65 H -8.4501 -6.8645 4.3443  0.110
66 F 4.2378 3.8105 5.7328  0.051
67 C 3.0899 3.9399 6.4252  -0.279
68 C 3.1038 4.6006 7.6400  -0.024
69 C 1.9180 4.7359 8.3497  -0.092
70 C 0.7391 4.2016 7.8424  -0.100
71 C 0.7434 3.5361 6.6224  -0.073
72 C 1.9244 3.4077 5.9047  -0.006
73 H 4.0337 5.0024 8.0217  0.113
74 H 1.9135 5.2568 9.2983  0.100
75 H -0.1835 4.3041 8.3996  0.098
76 H -0.1729 3.1157 6.2296  0.109
77 H 1.9450 2.8984 4.9494  0.118
78 F 12.7034 2.2612 -1.6853  0.050
79 C 11.7909 1.3209 -1.3672  -0.288
80 C 12.2206 0.0915 -0.9023  -0.025
81 C 11.2785 -0.8738 -0.5705  -0.083
82 C 9.9230 -0.6029 -0.7166  -0.084
83 C 9.5081 0.6356 -1.1897  -0.079
84 C 10.4461 1.6073 -1.5125  -0.016
85 H 13.2808 -0.1034 -0.8024  0.113
86 H 11.6014 -1.8372 -0.1983  0.104
87 H 9.1904 -1.3576 -0.4606  0.107
88 H 8.4528 0.8452 -1.3068  0.103
89 H 10.1399 2.5805 -1.8737  0.098
90 F -8.9048 -1.2564 -5.4508  0.056
91 C -8.0007 -0.6029 -6.2027  -0.289
92 C -8.1698 0.7483 -6.4453  -0.018
93 C -7.2324 1.4223 -7.2167  -0.084
94 C -6.1440 0.7382 -7.7444  -0.097
95 C -5.9892 -0.6196 -7.4965  -0.077
96 C -6.9188 -1.2944 -6.7170  -0.016
97 H -9.0277 1.2631 -6.0322  0.116
98 H -7.3509 2.4810 -7.4063  0.103
99 H -5.4163 1.2649 -8.3485  0.100
100 H -5.1436 -1.1537 -7.9097  0.105
101 H -6.8084 -2.3500 -6.5060  0.095
102 F -5.3632 -4.2965 -4.3657  0.053
103 C -6.0244 -5.3669 -4.8401  -0.278
104 C -6.3675 -5.4127 -6.1794  -0.022
105 C -7.0468 -6.5212 -6.6668  -0.084
106 C -7.3823 -7.5628 -5.8101  -0.099
107 C -7.0341 -7.4996 -4.4662  -0.081
108 C -6.3461 -6.3977 -3.9766  -0.008
109 H -6.1034 -4.5886 -6.8296  0.105
110 H -7.3145 -6.5723 -7.7141  0.103
111 H -7.9155 -8.4245 -6.1913  0.099
112 H -7.2988 -8.3088 -3.7985  0.105
113 H -6.0594 -6.3340 -2.9349  0.122

Among the records above, which one has the lowest maximum force?
C23H21Cl3LiN3O2Si

What is the formula in the second record?
C23H21Cl3LiN3O2Si

maximum force of number 1 (C3H5BrFN)?
3.11 eV/Å